# 1
ORCA calculation (ωB97M-V with the def2-TZVPD basis set) on a molecular structure, C34H28Cl2N6O2S2W.

Structure (XYZ):
```
75
Properties=species:S:1:pos:R:3:forces:R:3:lowdin_charge:R:1
W 0.707 -0.394 0.492 0.16 -0.28 0.21 1.52
C -1.283 -2.595 -1.129 0.00 -0.06 -0.06 -0.02
N 0.174 -2.365 -0.804 -0.09 0.00 0.05 -0.24
C 0.635 -3.532 -0.024 0.00 0.02 0.04 -0.19
C 0.092 -3.425 1.409 -0.03 -0.04 -0.06 -0.12
N -0.278 -2.012 1.840 0.05 0.00 0.04 -0.23
C -1.760 -1.927 2.018 -0.01 0.07 0.04 -0.06
C 0.365 -1.652 3.114 0.01 0.03 0.01 -0.28
C -0.320 -1.482 4.313 -0.02 0.01 0.06 0.00
C 0.380 -1.124 5.452 -0.03 0.00 -0.01 -0.02
C 1.759 -0.924 5.418 0.05 0.00 -0.04 -0.02
C 2.444 -1.081 4.231 -0.01 0.02 0.10 -0.06
C 1.746 -1.456 3.083 -0.01 -0.04 -0.15 -0.55
S 2.543 -1.595 1.546 0.14 -0.07 -0.03 0.88
C 0.770 -2.210 -2.125 0.03 -0.11 0.02 -0.35
C 1.266 -3.261 -2.871 0.03 -0.02 -0.01 -0.01
C 1.747 -3.009 -4.153 0.00 0.00 0.00 -0.03
C 1.698 -1.728 -4.684 0.01 0.00 0.00 -0.04
C 1.183 -0.677 -3.935 0.02 0.03 -0.07 -0.06
C 0.722 -0.928 -2.655 -0.02 0.01 0.12 -0.54
S 0.116 0.364 -1.611 -0.11 0.22 -0.33 0.87
H -1.332 -3.361 -1.903 0.03 0.00 0.00 0.12
H -1.734 -1.678 -1.486 0.00 0.02 0.01 0.07
H -1.817 -2.955 -0.261 0.01 -0.03 -0.04 0.07
H 1.720 -3.555 -0.025 -0.01 0.01 -0.03 0.09
H 0.268 -4.458 -0.471 -0.01 0.00 -0.02 0.14
H 0.830 -3.819 2.101 0.00 0.01 0.02 0.13
H -0.808 -4.028 1.512 0.00 0.00 0.04 0.13
H -2.093 -2.760 2.635 0.02 -0.02 0.01 0.12
H -2.260 -1.920 1.064 0.00 0.02 0.04 0.04
H -2.014 -0.988 2.494 0.01 0.00 0.01 0.08
H -1.384 -1.632 4.394 -0.02 0.00 -0.02 0.12
H -0.159 -1.001 6.382 0.00 0.00 -0.01 0.13
H 2.288 -0.640 6.317 0.00 0.00 0.00 0.13
H 3.512 -0.918 4.173 0.00 0.00 0.01 0.12
H 1.297 -4.266 -2.472 0.00 0.00 -0.01 0.13
H 2.153 -3.822 -4.739 0.00 0.00 0.00 0.12
H 2.065 -1.543 -5.684 0.00 0.00 0.00 0.12
H 1.153 0.327 -4.338 0.00 -0.01 0.00 0.12
Cl 1.084 3.721 5.830 0.00 0.01 0.01 0.75
C 0.474 2.840 4.493 0.00 -0.02 -0.01 -0.66
C 1.355 2.473 3.486 0.06 0.05 0.09 -0.01
C 0.867 1.730 2.425 -0.01 -0.08 -0.13 -0.20
N 1.576 1.196 1.325 -0.01 0.10 0.18 -0.07
C 2.765 1.786 0.900 0.13 -0.03 -0.10 -0.40
O 3.253 2.775 1.369 -0.05 -0.01 0.04 0.17
C 3.389 1.038 -0.226 -0.08 -0.04 0.08 -0.20
C 4.583 1.473 -0.754 0.07 0.06 -0.02 0.05
C 5.228 0.680 -1.690 0.00 -0.02 -0.01 0.01
C 4.658 -0.538 -2.015 0.04 0.05 0.00 0.01
C 3.445 -0.894 -1.454 -0.09 -0.03 -0.01 -0.12
N 2.783 -0.103 -0.599 0.06 0.11 0.01 -0.13
C -0.472 1.363 2.378 0.03 0.01 -0.13 -0.27
C -1.361 1.759 3.354 -0.11 0.03 0.04 -0.03
C -0.882 2.489 4.429 -0.01 -0.02 -0.01 -0.67
Cl -1.971 2.929 5.678 0.01 0.01 0.01 0.74
N -0.810 0.652 1.189 -0.05 0.04 0.02 -0.10
C -1.628 1.559 0.334 -0.18 0.00 -0.08 -0.45
O -1.286 2.697 0.236 0.07 0.01 0.01 0.16
C -2.881 1.038 -0.294 -0.03 0.03 0.04 -0.24
C -3.680 1.957 -0.960 0.01 0.05 -0.02 0.03
C -4.870 1.511 -1.514 0.02 -0.04 0.02 -0.01
C -5.203 0.174 -1.379 -0.02 0.04 -0.02 -0.02
C -4.329 -0.664 -0.699 -0.02 -0.06 0.01 -0.11
N -3.188 -0.248 -0.160 0.02 0.00 0.01 0.09
H 2.390 2.770 3.548 -0.01 0.00 0.00 0.12
H 4.989 2.410 -0.399 0.00 0.00 0.00 0.14
H 6.167 0.990 -2.127 0.00 0.00 0.00 0.13
H 5.142 -1.224 -2.696 -0.01 -0.01 0.00 0.13
H 3.012 -1.852 -1.687 -0.02 -0.01 -0.02 0.10
H -2.413 1.506 3.300 0.01 0.00 0.00 0.13
H -3.368 2.990 -1.029 -0.01 0.00 0.00 0.13
H -5.524 2.197 -2.035 0.00 0.00 0.00 0.13
H -6.124 -0.219 -1.786 0.01 0.00 0.00 0.12
H -4.565 -1.717 -0.579 0.00 0.03 0.00 0.12
```
Forces are in eV/Å.

- net charge = +2
- E (eV) = -97276.59914
- relative energy (zero: lowest compared OMol25 entry of this formula, charge and spin) (kcal per mole) = 2.15
- M (g/mol) = 871.52
- highest occupied orbital energy (alpha / beta) (eV) = -13.4 / -13.4

=====

# 2
ORCA calculation (ωB97M-V with the def2-TZVPD basis set) on a molecular structure, C34H28CrNO3 at a distorted geometry.

Structure (XYZ):
```
67
Properties=species:S:1:pos:R:3:forces:R:3:lowdin_charge:R:1
O 5.477 0.520 5.381 -0.36 -0.38 -1.09 0.22
C 5.101 0.109 4.387 0.68 0.75 2.17 -0.10
Cr 4.491 -0.530 2.746 0.63 -0.01 0.05 0.26
C 2.949 -1.277 3.524 -2.12 -0.92 1.00 -0.07
O 2.006 -1.730 3.978 1.19 0.56 -0.57 0.22
C 5.390 -2.167 2.933 1.09 -2.06 0.30 -0.09
O 5.935 -3.163 3.024 -0.60 1.15 -0.16 0.22
C 5.953 0.458 1.487 0.48 0.28 -0.32 -0.09
C 5.113 1.434 2.078 -0.12 -0.04 -0.19 -0.10
C 3.706 1.330 1.970 -0.30 0.51 -0.19 -0.04
C 3.110 0.238 1.257 0.42 0.31 -0.31 -0.29
C 1.705 0.085 1.221 -1.76 -0.34 0.06 0.06
C 0.507 -0.142 1.431 2.94 0.47 -0.22 0.02
C -0.731 -0.439 1.934 -0.93 -0.12 0.24 -0.10
C -1.045 -1.841 2.139 0.01 -0.45 -0.10 -0.16
C -0.196 -2.832 1.615 -0.08 0.29 0.04 -0.04
C -0.460 -4.166 1.798 0.16 -0.11 -0.12 -0.07
C -1.568 -4.565 2.521 -0.06 -0.35 0.12 -0.06
C -2.410 -3.616 3.066 -0.12 -0.21 0.09 -0.05
C -2.154 -2.286 2.870 -1.20 1.70 0.84 -0.01
C -1.581 0.677 2.297 -0.16 0.39 0.10 -0.15
C -1.225 1.981 1.911 0.03 -0.32 -0.03 -0.04
C -2.000 3.062 2.252 0.08 0.18 -0.10 -0.07
C -3.148 2.887 3.001 -0.18 0.28 0.15 -0.06
C -3.517 1.620 3.408 -0.21 0.12 0.10 -0.06
C -2.752 0.542 3.055 -0.41 -2.09 0.59 -0.01
C 3.976 -0.747 0.676 -0.25 -0.23 -0.50 -0.06
C 5.382 -0.620 0.767 -0.21 0.39 -0.12 -0.09
H 7.038 0.542 1.584 -0.44 -0.07 0.00 0.15
H 5.552 2.247 2.665 -0.19 -0.33 -0.24 0.15
H 3.061 2.081 2.434 0.26 -0.36 -0.15 0.16
H 0.677 -2.530 1.066 0.22 0.03 -0.20 0.10
H 0.205 -4.905 1.383 0.11 -0.13 -0.07 0.11
H -1.760 -5.612 2.678 -0.05 -0.19 0.01 0.11
H -3.260 -3.919 3.654 -0.17 -0.06 0.08 0.12
H -2.844 -1.439 3.326 2.24 -6.20 -1.19 0.08
H -0.330 2.126 1.335 0.25 0.08 -0.17 0.09
H -1.708 4.050 1.939 0.06 0.19 -0.04 0.11
H -3.743 3.739 3.282 -0.12 0.15 0.03 0.11
H -4.398 1.479 4.009 -0.17 -0.02 0.09 0.12
H -3.029 -0.561 3.384 -0.46 6.68 -0.32 0.08
H 3.533 -1.615 0.187 0.15 0.34 0.05 0.15
H 6.030 -1.365 0.299 -0.26 0.16 0.31 0.15
C -2.573 3.735 -2.291 0.09 0.14 0.27 -0.05
C -3.352 3.583 -3.420 -0.21 0.05 -0.34 -0.04
C -3.206 2.464 -4.212 -0.20 -0.04 -0.22 -0.02
C -2.286 1.480 -3.885 -0.41 -0.24 0.00 -0.20
C -2.141 0.270 -4.771 1.23 0.54 0.47 -0.23
C -1.037 0.417 -5.843 0.17 -0.03 -0.03 -0.09
C -0.397 -0.984 -5.985 0.15 0.12 0.01 -0.13
C -1.104 -1.875 -4.948 1.11 0.25 0.30 -0.11
N -1.818 -0.975 -4.021 -1.71 0.03 -3.11 0.21
C -1.502 1.647 -2.755 0.19 -0.25 0.23 -0.03
C -1.646 2.767 -1.960 0.14 -0.06 0.14 -0.05
H -2.690 4.608 -1.671 0.00 0.11 0.08 0.12
H -4.077 4.336 -3.682 -0.08 0.08 -0.06 0.12
H -3.810 2.344 -5.095 -0.23 0.03 -0.18 0.12
H -3.104 0.104 -5.280 -0.12 -0.38 0.24 0.19
H -1.447 0.783 -6.792 -0.02 -0.12 0.31 0.13
H -0.304 1.159 -5.511 -0.15 -0.19 -0.02 0.13
H -0.516 -1.382 -7.000 -0.09 0.00 0.34 0.13
H 0.681 -0.943 -5.792 -0.30 -0.01 -0.01 0.12
H -1.820 -2.548 -5.436 -0.29 0.03 0.38 0.15
H -0.401 -2.504 -4.388 -0.20 -0.04 -0.01 0.14
H -2.666 -1.400 -3.636 0.46 0.16 0.96 0.18
H -0.781 0.889 -2.500 0.30 -0.16 0.12 0.11
H -1.039 2.886 -1.077 0.09 -0.03 0.10 0.10
```
Forces are in eV/Å.

- 2S+1 = 4
- net charge = +2
- E (eV) = -71745.91044
- relative energy (zero: lowest compared OMol25 entry of this formula, charge and spin) (kcal per mole) = 11.22
- M (g/mol) = 550.60
- highest occupied orbital energy (alpha / beta) (eV) = -11.6 / -13.4